# 1
C3H8N4 | ωB97M-V/def2-TZVPD

Last column: natural (NBO) charge in e.
Positions of all 15 atoms, in Å:
C  -0.8398  2.3850  2.0596  -0.489
H  1.7333  -2.1629  -2.3980  0.216
H  -0.6042  -3.4059  -0.8579  0.356
H  1.9837  -0.4391  -1.5900  0.207
H  0.3339  2.6980  0.3844  0.297
N  0.2548  2.0852  1.2412  -0.430
H  -0.6194  3.3571  2.4869  0.225
N  0.7144  -1.6621  -0.5790  -0.340
H  -0.8673  1.4791  2.6789  0.218
N  -0.5697  -2.3274  -0.9750  -0.278
H  -1.8918  2.6067  1.4595  0.186
N  -1.2279  -1.6927  0.0954  -0.387
C  1.2307  -1.2121  -1.8743  -0.415
C  -0.1343  -0.9959  0.3185  0.436
H  0.5035  -0.7131  -2.4503  0.199

Values from the calculation:
* spin multiplicity: 1
* E: -337.8092 hartree
* E_LUMO (alpha / beta): -0.199 / -1.301 eV


# 2
C3H8N4 | ωB97M-V/def2-TZVPD

Last column: natural (NBO) charge in e.
Positions of all 15 atoms, in Å:
H  -2.7809  -2.5188  0.3879  0.372
N  -3.7220  1.4039  -0.1850  -0.085
H  1.7719  2.0314  -0.1353  0.210
C  0.8869  -0.3952  -0.8408  -0.408
H  1.4431  1.4476  1.5232  0.210
H  -0.3455  0.0859  0.8072  0.184
H  0.2356  2.3489  0.6138  0.209
C  0.4156  0.3143  0.1906  -0.149
H  0.3739  -1.2738  -1.1396  0.191
C  1.0450  1.6334  0.5577  -0.643
N  -3.2900  0.3802  -0.0739  0.218
H  1.7803  -0.1812  -1.4396  0.192
N  -2.3799  -1.6478  0.6666  -0.651
H  -2.7170  -1.3726  1.6727  0.350
N  -2.6740  -0.6240  -0.2606  -0.199

Values from the calculation:
* spin multiplicity: 1
* E: -337.9629 hartree
* E_LUMO: 0.458 eV


# 3
C3H8N4 | ωB97M-V/def2-TZVPD

Last column: natural (NBO) charge in e.
Positions of all 15 atoms, in Å:
C  0.3662  0.6140  -1.4557  -0.512
H  1.9081  0.4448  1.4414  0.239
H  1.1297  1.0652  -2.0768  0.222
N  -1.5630  -1.4727  -0.2091  -0.640
C  0.6755  0.1264  -0.2680  0.219
N  -0.6632  0.1179  1.0916  -0.037
H  -1.2665  -2.3068  -0.7129  0.338
N  -0.5207  -1.0315  0.3986  -0.009
C  1.9742  0.0264  0.4371  -0.676
N  -1.9093  0.5844  1.0723  -0.620
H  -0.6413  0.5443  -1.8483  0.223
H  2.7386  0.5681  -0.1249  0.228
H  -2.5111  0.2015  0.3402  0.403
H  2.2789  -1.0177  0.5278  0.234
H  -1.9961  1.5357  1.3867  0.386

Values from the calculation:
* spin multiplicity: 1
* E: -337.9472 hartree
* E_LUMO: 0.910 eV


# 4
C3H8N4O | ωB97M-V/def2-TZVPD

Last column: natural (NBO) charge in e.
Positions of all 16 atoms, in Å:
H  -2.4260  1.0133  1.4573  0.406
N  -0.5957  -1.1923  -0.1517  -0.513
H  -1.0885  0.0309  1.9963  0.402
C  -1.6013  -0.1412  0.0045  0.542
C  0.6482  -1.0109  -0.1124  0.287
H  1.3495  -1.8130  -0.2992  0.189
C  0.9324  1.3277  -0.4338  -0.465
H  1.6976  2.1453  -0.0286  0.209
H  -2.0805  -0.3671  -1.7591  0.347
N  1.3522  0.0807  0.2851  -0.189
H  3.1845  0.3177  0.8002  0.478
H  1.1325  1.1885  -1.5535  0.205
N  -2.3019  0.2806  -1.0131  -0.760
H  -0.2174  1.5295  -0.2121  0.256
N  -1.7927  0.3001  1.2532  -0.819
O  2.7425  -0.1729  0.0293  -0.574

Values from the calculation:
* spin multiplicity: 1
* structure (SMILES): [H]/N=C(N)\N=C/N(C)O
* E: -413.2792 hartree
* E_LUMO: 0.536 eV


# 5
C3H8N4O | ωB97M-V/def2-TZVPD

Last column: natural (NBO) charge in e.
Positions of all 16 atoms, in Å:
N  0.2567  1.9948  -0.6003  -0.806
H  0.0294  1.6305  -1.4696  0.365
H  -1.6985  -1.9739  0.2537  0.200
H  -1.1035  0.0021  -1.2426  0.194
N  1.6922  -1.0371  -0.2530  -0.081
H  -1.5027  -0.7715  1.6845  0.218
C  0.2188  0.9121  0.3083  0.070
H  0.2144  1.0457  1.3795  0.212
N  0.4085  -1.2948  -0.5560  -0.442
H  -2.5098  -0.4148  0.3942  0.211
C  -1.6536  -0.8937  0.6552  -0.588
H  1.1760  2.5170  -0.6037  0.397
H  0.1131  -2.1656  -0.3699  0.370
C  -0.5842  -0.2361  -0.2411  -0.122
N  1.9492  0.0972  0.1405  0.274
O  2.9939  0.5881  0.5204  -0.471

Values from the calculation:
* spin multiplicity: 1
* E: -413.2025 hartree
* E_LUMO: 0.871 eV


# 6
C3H8N4O | ωB97M-V/def2-TZVPD

Last column: natural (NBO) charge in e.
Positions of all 16 atoms, in Å:
H  1.1811  0.5619  -0.1969  0.412
H  -0.5737  0.9248  -2.8603  0.229
H  1.2122  0.8086  -3.0702  0.195
C  -0.3793  -1.1693  -0.1188  0.052
H  -1.1419  -1.7944  -0.3647  0.192
H  0.5115  2.5150  -2.7393  0.222
H  -1.8864  0.2341  1.7903  0.366
N  -0.2142  -0.9279  1.1998  -0.357
N  0.4848  0.7038  -0.9969  -0.485
C  0.5501  1.3748  -2.4495  -0.436
N  -1.6685  -1.0283  1.7995  -0.606
O  2.0344  -0.1390  1.4432  -0.598
C  0.9026  -0.3525  1.8260  0.512
H  -1.4682  -1.2989  2.8753  0.367
N  -0.3845  -0.3159  -1.1565  -0.188
H  0.8399  -0.0967  3.0190  0.122

Values from the calculation:
* spin multiplicity: 1
* E: -413.1385 hartree
* E_LUMO: 0.476 eV


# 7
C3H8N4O | ωB97M-V/def2-TZVPD

Last column: natural (NBO) charge in e.
Positions of all 16 atoms, in Å:
N  -1.3829  0.1389  -1.4857  -0.763
N  -1.3241  2.3531  -0.8936  -0.821
C  0.5406  -2.2881  0.4365  -0.439
H  -0.7342  3.1548  -0.7396  0.387
H  -0.8648  -0.5926  -1.9694  0.394
N  0.4769  -1.0528  -0.2986  -0.493
C  -0.7335  1.1111  -0.9386  0.659
H  1.5672  -2.4582  0.7833  0.180
H  -2.0659  2.5014  -1.5571  0.400
N  0.8433  0.2566  1.6724  -0.853
H  -0.1206  -2.3117  1.3072  0.196
H  0.7865  1.2117  1.9917  0.394
O  0.5563  1.2351  -0.3967  -0.497
H  0.2803  -3.0941  -0.2473  0.204
H  1.6621  -0.2360  1.9934  0.396
C  0.5125  0.0707  0.3420  0.656

Values from the calculation:
* spin multiplicity: 1
* structure (SMILES): [H]/N=C(/N)O/C(N)=N/C
* E: -413.3251 hartree
* E_LUMO: 0.753 eV


# 8
C3H8N4O | ωB97M-V/def2-TZVPD

Last column: natural (NBO) charge in e.
Positions of all 16 atoms, in Å:
O  0.1372  1.3080  -0.8167  -0.600
H  -3.4962  -0.6591  0.0958  0.364
H  -0.5406  -1.3547  0.4168  0.407
N  2.6967  0.5726  0.3601  -0.818
H  -2.1243  0.6586  1.3781  0.209
C  -1.8943  0.5757  0.2578  -0.316
H  3.1958  -0.7917  -1.0617  0.181
N  0.2165  -0.7134  0.3057  -0.499
H  -2.5284  -0.8472  -1.2117  0.369
H  2.1560  0.7802  1.2070  0.397
C  2.3873  -0.5636  -0.3410  0.273
C  -0.3902  0.4407  -0.1431  0.634
H  -2.2425  1.5369  -0.2455  0.205
N  -2.4809  -0.7078  -0.1576  -0.854
H  3.6367  1.0351  0.3228  0.406
N  1.2711  -1.2703  -0.3669  -0.359

Values from the calculation:
* spin multiplicity: 1
* structure (SMILES): N/C=N\NC(=O)CN
* E: -413.3363 hartree
* E_LUMO: 0.913 eV


# 9
C3H8N4S | ωB97M-V/def2-TZVPD

Last column: natural (NBO) charge in e.
Positions of all 16 atoms, in Å:
H  -2.1578  2.2587  -1.2658  0.271
H  1.9046  1.7072  0.6262  0.213
N  2.1682  -0.2212  -0.4314  -0.200
H  -1.1375  -1.7248  1.0667  0.375
H  2.0089  -1.2406  -1.8627  0.372
C  -0.9471  0.6312  -0.1500  -0.079
C  1.5578  0.5929  0.4419  -0.230
H  -0.1995  2.9492  -0.2946  0.269
N  -1.6800  -0.4979  -0.5171  -0.244
C  -0.9748  1.9478  -0.9524  -0.660
H  0.5632  -1.2084  -1.0755  0.357
N  -1.7793  -1.6255  0.2600  -0.637
N  1.5662  -1.3242  -0.8367  -0.605
H  -0.4263  1.4891  -2.3591  0.205
S  0.1019  0.3058  1.2649  0.202
H  -1.9272  -2.4737  -0.4330  0.391

Values from the calculation:
* spin multiplicity: 1
* E: -736.0420 hartree
* E_LUMO: 0.269 eV


# 10
C3H8N4S | ωB97M-V/def2-TZVPD

Last column: natural (NBO) charge in e.
Positions of all 16 atoms, in Å:
H  1.3510  -0.0532  2.4670  0.271
H  2.4876  -1.3074  -0.0359  0.352
H  2.1648  0.3305  0.6785  0.200
H  0.3794  1.3837  1.0906  0.254
S  -1.5877  -0.6162  0.9978  0.267
C  0.9903  0.4497  1.3154  -0.697
N  1.9868  -2.0191  0.7117  -0.673
H  -2.4131  1.5858  -2.3871  0.357
H  2.1455  -2.9673  0.5071  0.367
N  -1.4859  1.6767  -2.1713  -0.621
H  -2.9440  0.9570  -0.2038  0.173
N  -1.0826  0.9381  -1.1945  -0.257
N  0.5568  -1.9163  0.6676  -0.235
C  -1.9592  0.5504  -0.3759  -0.144
H  -0.6896  1.6891  -2.7810  0.385
C  0.0997  -0.6815  0.7140  0.001

Values from the calculation:
* spin multiplicity: 1
* E: -736.1285 hartree
* E_LUMO: 0.778 eV


# 11
C3H8N5 | ωB97M-V/def2-TZVPD

Last column: natural (NBO) charge in e.
Positions of all 16 atoms, in Å:
N  -1.7114  -0.4006  -0.3045  -0.249
N  2.0422  1.1536  0.5940  -0.735
H  2.7166  1.2440  -0.0832  0.411
N  -0.7656  -1.1508  -2.2539  -0.620
C  0.9533  0.4947  0.2741  0.491
H  -2.2915  0.6293  1.4074  0.241
H  0.3601  -0.6307  1.6850  0.277
C  -1.4672  0.2673  0.8937  0.195
H  -0.1162  1.0157  2.2328  0.277
H  2.4471  1.3292  1.4591  0.426
H  -1.8406  -0.8781  -2.4084  0.415
H  -0.2824  -1.8115  -0.4239  0.420
C  -0.0993  0.2776  1.3973  -0.587
H  -0.0289  -0.6527  -2.7128  0.411
N  0.6767  -0.0405  -0.8583  -0.389
N  -0.5927  -0.8464  -0.8984  0.015

Values from the calculation:
* charge: +1
* spin multiplicity: 1
* structure (SMILES): NC1=N[N@H+](N)N=CC1
* E: -392.4996 hartree
* E_LUMO: -4.554 eV


# 12
C3H8NO | ωB97M-V/def2-TZVPD

Last column: natural (NBO) charge in e.
Positions of all 13 atoms, in Å:
H  -0.0750  1.8772  -0.1805  0.201
H  -1.2720  0.1146  -1.2001  0.201
H  1.6643  0.9834  -1.4275  0.439
H  -0.1523  -1.0042  -0.6916  0.167
C  -1.6447  -1.2596  0.6287  0.110
O  -1.1744  -2.1995  1.3034  -0.705
N  1.5976  0.5896  -0.4095  -0.777
C  0.1010  0.8399  0.1518  -0.208
H  1.7717  -0.3837  -0.5498  0.419
H  -2.7009  -0.9523  0.9250  0.085
H  2.3083  0.9360  0.5052  0.459
H  0.3895  0.7167  1.2139  0.199
C  -0.8133  -0.2582  -0.2689  -0.590

Values from the calculation:
* spin multiplicity: 2
* E: -248.8786 hartree
* E_LUMO (alpha / beta): -0.794 / -0.845 eV


Energy relative to the best compared isomer or geometry (same formula, charge and spin): 216.2; 119.8; 129.7; 85.9; 134.0; 174.2; 57.1; 50.1; 173.3; 119.0; 92.8; 86.2 (kcal/mol)